Entry 1:
{
  "formula": "C12H25Cl2N3Nb",
  "method": "ωB97M-V with the def2-TZVPD basis set",
  "homo_ev": -3.63,
  "orbital_gap_ha": 0.217,
  "total_charge": -1,
  "lumo_ha": 0.08325,
  "fmax_ev_per_a": 10.3,
  "species": ["Nb", "Cl", "Cl", "N", "N", "N", "C", "C", "C", "C", "C", "C", "C", "C", "C", "C", "C", "C", "H", "H", "H", "H", "H", "H", "H", "H", "H", "H", "H", "H", "H", "H", "H", "H", "H", "H", "H", "H", "H", "H", "H", "H", "H"],
  "positions_angstrom": [[-1.518, 1.066, 1.405], [1.035, -1.362, 2.815], [0.565, 0.582, -1.460], [5.699, -1.984, 0.584], [-4.115, 3.001, 0.194], [-3.987, -0.540, 0.456], [-3.401, 6.498, -1.169], [-4.523, 3.749, -0.736], [5.852, -3.216, 0.804], [-5.013, 4.651, -1.856], [2.589, -1.452, 0.263], [5.693, -5.498, -0.191], [-2.731, -0.859, 1.283], [0.291, 0.135, 0.346], [6.036, -4.702, 1.069], [1.252, -0.810, 1.036], [4.250, -5.299, -0.645], [-3.888, 5.590, -2.295], [5.390, -5.002, 1.902], [3.488, -1.579, 1.033], [-3.040, 5.005, -2.670], [-3.122, -1.086, 2.379], [5.861, -6.563, 0.001], [4.043, -5.908, -1.530], [7.075, -4.889, 1.361], [-4.114, -1.236, -0.312], [-5.878, 5.225, -1.505], [-0.674, 2.693, 1.485], [-4.242, 6.212, -3.124], [-2.201, 1.511, -0.244], [2.951, -0.689, -0.551], [-4.804, -0.718, 1.108], [-2.977, 1.833, 2.226], [-5.336, 4.033, -2.700], [4.051, -4.257, -0.914], [3.547, -5.592, 0.143], [2.317, -2.504, -0.223], [6.365, -5.208, -1.009], [-2.618, 7.170, -1.535], [-4.220, 7.110, -0.777], [-0.878, 0.718, 3.061], [-2.101, -1.748, 0.833], [-2.973, 5.922, -0.342]],
  "atomic_forces_ev_per_a": [[-1.3, -1.1, -0.7], [0.3, 0.7, -2.6], [0.3, -0.9, 1.9], [1.5, -9.9, 1.7], [-3.6, 6.2, -7.4], [-0.9, -1.4, 0.8], [0.1, 0.1, 0.1], [2.3, -5.1, 6.2], [-0.9, 8.4, -1.2], [0.7, -0.7, 0.7], [-0.4, 0.3, 1.1], [-0.2, -0.1, -0.3], [-0.5, -1.0, 0.7], [3.5, -3.3, 2.5], [-0.1, 1.0, -0.4], [-0.9, 2.0, -3.8], [-0.1, 0.0, -0.1], [0.3, 0.2, 0.0], [0.0, 0.2, -0.1], [-2.3, 0.2, -1.7], [-0.2, 0.0, 0.0], [1.1, -0.1, -2.0], [0.1, 0.1, 0.1], [0.0, 0.1, 0.1], [-0.1, 0.2, 0.0], [0.3, 0.7, 0.8], [0.1, -0.1, 0.1], [0.0, 0.4, 0.0], [-0.1, -0.1, 0.0], [0.6, 0.4, -0.2], [-0.9, -1.6, 1.5], [1.2, 0.3, -1.2], [0.5, -0.2, 0.2], [0.0, 0.0, 0.2], [0.0, -0.1, 0.1], [0.1, 0.1, -0.1], [0.6, 2.3, 1.0], [0.0, 0.0, 0.2], [-0.1, 0.0, 0.0], [0.1, -0.1, 0.0], [0.4, 0.3, 0.6], [-1.4, 1.4, 1.1], [-0.1, 0.0, -0.1]]
}

***

Entry 2:
{
  "formula": "C12H25F3NO2P2Pb",
  "method": "ωB97M-V with the def2-TZVPD basis set",
  "homo_ev": -9.57,
  "orbital_gap_ha": 0.185,
  "de_lowest_ev": 1.211,
  "total_charge": 1,
  "lumo_ha": -0.16670,
  "fmax_ev_per_a": 5.3,
  "species": ["Pb", "P", "P", "F", "F", "F", "O", "O", "N", "C", "C", "C", "C", "C", "C", "C", "C", "C", "C", "C", "C", "H", "H", "H", "H", "H", "H", "H", "H", "H", "H", "H", "H", "H", "H", "H", "H", "H", "H", "H", "H", "H", "H", "H", "H", "H"],
  "positions_angstrom": [[-0.834, 1.652, 1.487], [2.001, 1.645, 1.178], [-2.548, -0.404, 0.295], [1.762, -2.275, 2.249], [-0.359, -2.030, 2.796], [1.155, -0.659, 3.620], [0.347, -4.347, 0.661], [-0.431, -3.270, -3.312], [-0.331, 1.635, -0.827], [-0.652, 0.922, -3.116], [-4.302, 0.154, 0.250], [-1.026, 0.847, -1.747], [3.112, 0.420, 0.491], [1.134, 2.415, -2.549], [1.669, 2.882, -0.109], [-2.031, -0.053, -1.361], [0.789, -1.378, 2.528], [0.779, 2.299, -1.211], [2.745, 2.410, 2.614], [-2.696, -2.235, 0.322], [0.400, 1.721, -3.516], [2.015, 3.007, -2.797], [-1.196, 0.284, -3.814], [2.637, 3.189, -0.534], [0.756, -4.123, 1.481], [2.626, 1.756, 3.491], [-1.715, -2.722, 0.205], [2.991, -0.532, 1.028], [3.819, 2.555, 2.417], [-4.912, -0.545, -0.340], [4.139, 0.797, 0.607], [0.719, 0.634, 1.439], [-3.115, -2.529, 1.296], [2.290, 3.389, 2.826], [-3.371, -2.569, -0.482], [0.249, -5.313, 0.676], [-4.355, 1.152, -0.207], [0.681, 1.785, -4.566], [-4.687, 0.201, 1.279], [-0.079, -3.497, -2.435], [1.202, 3.776, 0.341], [-2.411, 2.080, 2.278], [2.901, 0.273, -0.577], [0.643, -0.685, 1.665], [-2.353, -0.728, -2.164], [-0.160, -3.987, -3.858]],
  "atomic_forces_ev_per_a": [[-5.3, 0.4, 0.8], [1.1, -3.0, -0.9], [0.1, 0.4, -1.5], [-0.6, 0.5, 0.3], [1.0, 0.4, -0.1], [-0.2, -0.5, -0.8], [-0.5, -0.6, -1.0], [-0.1, 0.8, 1.2], [-0.5, -0.3, 0.5], [1.1, 0.6, -1.1], [-0.1, 0.1, 0.8], [-1.0, -0.8, 1.2], [1.3, 0.3, -0.2], [0.9, 0.5, 1.8], [-1.0, 0.3, -0.4], [1.2, 0.4, -0.4], [-0.3, -0.3, 0.2], [0.7, 0.4, -1.4], [-0.1, 0.3, 0.6], [0.1, -0.1, 0.6], [-1.4, -1.0, -0.3], [-0.2, -0.2, -0.1], [0.2, 0.3, 0.1], [-0.2, -0.1, 0.3], [0.5, 0.1, 0.9], [0.1, 0.2, -0.2], [-0.3, 0.2, 0.0], [0.2, 0.4, -0.2], [-0.4, -0.1, 0.0], [0.3, 0.2, 0.1], [0.0, -0.5, -0.2], [3.9, 2.3, -0.5], [0.1, -0.1, -0.3], [0.1, -0.4, 0.0], [0.2, 0.3, 0.2], [0.0, 0.5, 0.0], [0.1, -0.3, 0.2], [-0.1, 0.0, 0.3], [-0.1, 0.0, -0.3], [-0.2, 0.1, -0.3], [0.2, -0.2, 0.0], [-0.8, 0.6, -0.5], [0.0, 0.0, 0.2], [0.1, -1.3, 0.6], [-0.1, 0.2, 0.4], [0.3, -0.9, -0.8]]
}